No. 1
Formula: C37H58BBrCsN10O3S5
Source: the OMol25 dataset
Level of theory: ωB97M-V with the def2-TZVPD basis set

Last column: Mulliken charge in e.
Geometry (Å):
Cs -0.347 0.560 0.560  0.949
C 4.828 0.065 3.110  -1.530
C 4.990 -0.923 1.948  1.390
C 5.006 -0.130 0.646  -2.148
C 6.319 -1.677 2.053  -1.732
N 3.889 -1.916 2.067  0.527
C 3.817 -2.698 3.217  -0.236
C 2.664 -3.374 3.172  -1.379
N 2.006 -3.033 2.009  0.175
B 0.551 -3.516 1.810  0.152
N -0.558 -2.537 2.294  1.371
C -1.871 -2.931 2.115  -1.843
C -2.659 -2.113 2.825  -0.244
N -1.839 -1.182 3.458  1.114
C -0.531 -1.486 3.166  -0.706
S 0.860 -0.705 3.759  -0.141
C -2.400 -0.291 4.523  1.467
C -3.753 0.250 4.050  -1.606
C -2.566 -1.155 5.777  -1.901
C -1.536 0.926 4.855  -2.046
N 0.365 -4.027 0.332  -0.181
C 1.178 -5.108 0.041  -1.751
C 1.117 -5.355 -1.273  0.133
N 0.257 -4.419 -1.826  0.611
C -0.207 -3.601 -0.821  0.010
S -1.351 -2.363 -1.067  -0.173
C 0.012 -4.289 -3.286  1.333
C 0.569 -2.956 -3.795  -1.166
C -1.480 -4.445 -3.588  -1.597
C 0.761 -5.405 -4.019  -2.312
C 2.769 -2.147 1.314  -0.545
S 2.395 -1.584 -0.246  0.218
H 5.569 0.862 3.026  0.453
H 4.956 -0.421 4.078  0.371
H 3.831 0.505 3.081  0.280
H 5.878 0.529 0.688  0.637
H 4.113 0.477 0.527  0.411
H 5.092 -0.778 -0.222  0.440
H 7.142 -0.963 2.004  0.451
H 6.418 -2.379 1.223  0.380
H 6.413 -2.231 2.986  0.381
H 4.575 -2.673 3.976  0.490
H 2.223 -4.047 3.883  0.563
H 0.459 -4.513 2.496  -0.201
H -2.127 -3.740 1.455  0.831
H -3.728 -2.089 2.904  0.493
H -4.490 -0.524 3.842  0.414
H -3.617 0.892 3.178  0.236
H -4.161 0.872 4.848  0.516
H -3.234 -1.998 5.588  0.335
H -2.981 -0.557 6.590  0.478
H -1.593 -1.539 6.089  0.317
H -1.280 1.479 3.953  0.474
H -0.630 0.652 5.380  0.427
H -2.139 1.575 5.495  0.544
H 1.738 -5.601 0.815  0.581
H 1.604 -6.114 -1.851  0.487
H 0.065 -2.113 -3.331  -0.146
H 0.424 -2.910 -4.878  0.534
H 1.637 -2.898 -3.576  0.368
H -2.050 -3.624 -3.162  0.192
H -1.840 -5.387 -3.167  0.400
H -1.639 -4.470 -4.668  0.469
H 1.839 -5.325 -3.876  0.498
H 0.551 -5.301 -5.083  0.440
H 0.427 -6.398 -3.714  0.509
C -5.624 4.183 -4.012  -1.211
C -5.028 4.247 -2.610  -0.253
C -4.649 2.895 -2.086  0.340
N -4.102 1.976 -2.804  -0.424
N -3.745 0.860 -2.096  -0.396
C -4.056 0.955 -0.837  0.530
N -3.810 -0.015 0.102  -0.331
S -4.830 2.449 -0.418  -0.151
H -5.822 5.187 -4.391  0.387
H -6.560 3.623 -4.008  0.331
H -4.941 3.680 -4.694  0.237
H -5.726 4.718 -1.916  0.365
H -4.130 4.873 -2.610  0.229
H -3.256 -0.780 -0.271  0.296
H -3.460 0.356 0.976  -0.071
Br 0.813 7.038 4.539  -0.238
C 0.642 5.678 3.223  0.051
C 1.749 5.312 2.479  -0.388
N 1.682 4.374 1.542  -0.565
C 0.520 3.753 1.345  0.596
C -0.653 4.060 2.043  0.676
C -0.576 5.069 2.995  -0.673
C -2.041 3.403 1.853  -0.094
O -3.002 4.170 1.803  -0.783
O -2.014 2.141 1.810  -0.489
H 2.706 5.794 2.639  0.387
H 0.546 3.005 0.559  -0.206
H -1.471 5.365 3.526  0.531
C -0.615 4.134 -4.044  -0.802
C -0.404 2.879 -4.885  -0.486
C -1.071 1.633 -4.319  -0.873
S -0.442 0.941 -2.776  0.674
O -0.476 2.029 -1.735  -0.624
C 1.317 0.684 -3.173  -0.425
C 2.241 1.806 -2.726  0.617
C 3.697 1.368 -2.817  -1.385
H -0.193 5.009 -4.543  0.417
H -0.163 4.033 -3.059  0.074
H -1.682 4.312 -3.889  0.120
H 0.664 2.694 -5.035  0.210
H -0.822 3.039 -5.884  0.445
H -1.018 0.795 -5.022  0.447
H -2.128 1.802 -4.096  0.317
H 1.395 0.494 -4.248  0.677
H 1.578 -0.245 -2.658  -0.248
H 1.995 2.079 -1.698  -0.292
H 2.063 2.703 -3.323  0.234
H 3.863 0.485 -2.195  0.128
H 4.367 2.157 -2.472  0.421
H 3.974 1.116 -3.844  0.404

Values from the calculation:
ΔE to the lowest compared entry with this formula, charge and spin: 18.7 kcal/mol
LUMO level: 1.9 eV
multiplicity: 1
Kohn-Sham gap: 6.62 eV
total charge: -1
HOMO energy: -4.7258 eV

=====

No. 2
Formula: C21H28GaN2P2
Source: the OMol25 dataset
Level of theory: ωB97M-V with the def2-TZVPD basis set

Last column: Mulliken charge in e.
Geometry (Å):
C 3.325 -2.825 -2.540  -0.746
C 2.754 -1.599 -2.230  -0.074
C 1.563 -1.221 -2.931  0.661
C 0.751 -2.240 -3.480  0.288
C 1.337 -3.467 -3.795  -0.815
C 2.643 -3.731 -3.372  -0.636
C -0.705 -1.922 -3.562  -0.581
C -0.931 -0.505 -3.976  0.363
C -0.038 0.440 -3.420  0.665
C -0.492 1.787 -3.238  0.010
C -1.578 2.216 -3.985  -0.730
C -2.300 1.310 -4.782  -0.631
C -2.006 -0.056 -4.743  -0.913
H 4.292 -3.085 -2.103  0.382
H 0.768 -4.200 -4.372  0.424
H 3.125 -4.668 -3.645  0.386
H -1.224 -2.615 -4.218  0.491
H -1.880 3.265 -3.925  0.366
H -3.122 1.671 -5.397  0.381
H -2.604 -0.781 -5.298  0.422
N 1.210 0.086 -3.018  -0.366
Ga -0.283 -0.273 0.242  0.345
C 3.253 -0.680 -1.144  -1.101
H 3.289 0.353 -1.520  0.370
H 4.250 -0.990 -0.801  0.667
C 0.207 2.635 -2.204  -1.124
H 1.296 2.554 -2.336  0.417
H -0.111 3.684 -2.296  0.630
P 2.128 -0.628 0.355  0.701
P -0.101 2.108 -0.436  0.767
C -1.702 2.912 -0.081  -1.378
H -1.935 2.819 0.987  0.420
H -1.660 3.979 -0.343  0.444
H -2.504 2.432 -0.655  0.401
C 1.088 3.183 0.443  -1.300
H 0.794 4.236 0.307  0.471
H 1.085 2.941 1.514  0.389
H 2.099 3.026 0.043  0.323
C 2.343 -2.292 1.069  -1.392
H 3.411 -2.543 1.129  0.425
H 1.905 -2.316 2.076  0.425
H 1.831 -3.032 0.442  0.388
C 3.077 0.438 1.492  -1.188
H 2.552 0.504 2.454  0.338
H 4.066 -0.013 1.664  0.459
H 3.199 1.446 1.076  0.307
H -1.073 -1.959 -2.466  -0.133
H -1.142 -1.173 -0.693  0.018
C -1.456 -0.261 4.659  -1.051
C -0.985 -0.160 3.296  0.912
N -0.655 -0.113 2.181  -0.259
H -0.783 -0.911 5.237  0.318
H -2.469 -0.686 4.675  0.321
H -1.480 0.734 5.127  0.321

Values from the calculation:
ΔE to the lowest compared entry with this formula, charge and spin: 0.0 kcal/mol
LUMO level: -3.4 eV
multiplicity: 1
Kohn-Sham gap: 4.73 eV
total charge: +1
HOMO energy: -8.0800 eV

=====

No. 3
Formula: C14H15N2OS
Source: the OMol25 dataset
Level of theory: ωB97M-V with the def2-TZVPD basis set

Last column: Mulliken charge in e.
Geometry (Å):
C -2.408 -1.497 -3.657  -0.759
S -1.208 -1.717 -2.319  0.037
C -1.788 -0.442 -1.196  -1.489
C -1.465 -0.602 0.357  2.238
C -2.667 -1.122 1.175  -2.051
O -1.201 0.727 0.803  -0.692
H -2.612 -2.503 -4.037  0.276
H -3.331 -1.045 -3.285  0.252
H -1.965 -0.887 -4.450  0.234
H -1.396 0.518 -1.562  0.410
H -2.882 -0.440 -1.269  0.399
H -3.563 -1.029 0.553  0.437
H -2.523 -2.174 1.452  0.328
H -2.824 -0.503 2.070  0.416
C -0.121 -0.414 2.661  -1.805
C -0.182 -0.193 1.142  3.160
C -0.247 -1.575 0.482  -1.217
N 0.273 -2.634 0.290  -0.866
C 1.094 0.551 0.651  -0.943
C 1.339 1.812 1.216  -0.370
C 2.479 2.522 0.868  -0.851
C 3.386 1.997 -0.063  0.615
C 4.563 2.750 -0.418  0.098
N 5.496 3.390 -0.724  -0.615
C 3.132 0.752 -0.641  -0.935
C 1.973 0.040 -0.301  -0.158
H -0.432 0.495 3.178  0.406
H -0.771 -1.239 2.967  0.434
H 0.909 -0.670 2.914  0.391
H 0.626 2.241 1.928  0.340
H 2.685 3.495 1.329  0.369
H 3.837 0.320 -1.349  0.414
H 1.795 -0.926 -0.764  0.499

Values from the calculation:
ΔE to the lowest compared entry with this formula, charge and spin: 115.7 kcal/mol
LUMO level: 3.1 eV
multiplicity: 1
Kohn-Sham gap: 4.35 eV
total charge: -1
HOMO energy: -1.2652 eV

=====

No. 4
Formula: C4H3FN2O
Source: the OMol25 dataset
Level of theory: ωB97M-V with the def2-TZVPD basis set

Last column: Mulliken charge in e.
Geometry (Å):
N 2.789 -0.090 -0.903  -0.397
C 1.746 -0.071 -0.397  0.038
C 0.598 -0.215 0.488  0.009
N -0.430 -1.045 -0.117  -0.184
C -1.389 -0.100 -0.271  0.239
O -2.388 -0.222 -0.942  -0.575
C -0.499 0.986 0.300  0.265
F -0.075 1.978 -0.530  -0.265
H 0.880 -0.477 1.436  0.367
H -0.360 -2.044 -0.411  0.231
H -0.873 1.300 1.347  0.273

Values from the calculation:
ΔE to the lowest compared entry with this formula, charge and spin: 50.5 kcal/mol
LUMO level: 0.5 eV
multiplicity: 1
Kohn-Sham gap: 11.22 eV
HOMO energy: -10.7628 eV
structure (SMILES): N#C[C@@H]1NC(=O)[C@@H]1F

=====

No. 5
Formula: C4H6ClNS
Source: the OMol25 dataset
Level of theory: ωB97M-V with the def2-TZVPD basis set

Last column: Mulliken charge in e.
Geometry (Å):
C -0.945 0.500 1.207  -0.247
C -0.707 -0.894 1.102  -0.457
C -1.831 0.874 0.171  0.412
C 2.040 -0.213 -1.002  -0.765
N -2.025 -0.030 -0.782  -0.417
S -1.286 -1.421 -0.452  0.047
Cl -2.570 2.369 -0.034  -0.173
H -0.648 1.085 2.077  0.345
H 0.024 -1.407 1.628  0.470
H 2.075 0.611 -1.619  0.313
H 0.950 -0.379 -0.748  -0.034
H 2.304 -1.128 -1.517  0.293
H 2.620 0.032 -0.030  0.213

Values from the calculation:
ΔE to the lowest compared entry with this formula, charge and spin: 15.1 kcal/mol
LUMO level: 0.4 eV
multiplicity: 1
Kohn-Sham gap: 9.87 eV
HOMO energy: -9.4403 eV

=====

No. 6
Formula: C14H18N2O7
Source: the OMol25 dataset
Level of theory: ωB97M-V with the def2-TZVPD basis set

Last column: Mulliken charge in e.
Geometry (Å):
C -3.193 -3.674 -2.140  -0.903
C -1.928 -4.428 -1.751  0.033
H -1.682 -5.404 -2.286  0.306
H -1.058 -3.677 -1.960  0.067
O -2.076 -4.621 -0.541  -0.344
C -1.879 -3.549 0.624  -1.361
C -0.462 -3.178 1.003  0.949
O 0.319 -3.547 1.727  -0.376
O 0.265 -2.571 -0.276  -0.425
C 1.547 -2.339 -0.150  -0.464
H 2.261 -2.645 -1.006  0.304
H 2.194 -2.773 0.635  0.319
C 1.731 -0.784 -0.088  0.664
O 3.097 -0.472 0.196  -0.793
N 0.776 -0.036 -0.044  0.095
C 0.594 1.380 0.393  -1.036
C 1.566 2.131 0.471  0.948
C 1.558 3.547 0.714  0.005
C 0.400 3.923 0.574  0.571
C -0.759 3.222 0.574  -0.978
C -0.645 1.910 0.180  0.710
C -1.793 1.072 0.255  -1.278
H -1.867 0.224 0.940  0.255
H -2.747 1.647 0.285  0.342
H -1.651 0.462 -1.101  0.198
H -1.762 3.596 0.437  0.357
N -0.111 5.486 0.782  0.855
O 1.154 6.122 0.952  -0.602
O -1.133 5.884 0.920  -0.526
O 2.594 4.293 0.882  -0.523
C 4.074 3.758 0.807  -0.961
H 4.618 4.699 0.885  0.250
H 4.244 3.281 -0.091  0.355
H 3.981 3.130 1.612  0.485
H 2.655 1.714 0.443  0.608
H 0.072 -0.661 0.015  -0.037
H -2.199 -4.012 1.341  0.639
H -2.364 -2.741 0.530  0.552
H -3.067 -3.472 -3.267  0.367
H -3.183 -2.578 -1.623  0.127
H -4.142 -4.319 -1.852  0.246

Values from the calculation:
ΔE to the lowest compared entry with this formula, charge and spin: 329.9 kcal/mol
LUMO level: -0.5 eV
multiplicity: 1
Kohn-Sham gap: 8.41 eV
HOMO energy: -8.9264 eV

=====

No. 7
Formula: C22H58F3FeN6O10
Source: the OMol25 dataset
Level of theory: ωB97M-V with the def2-TZVPD basis set

Last column: Mulliken charge in e.
Geometry (Å):
Fe -1.068 4.125 0.114  1.381
C 0.627 1.784 -1.544  -0.187
O -0.342 0.805 -1.377  -0.310
O 0.186 2.948 -0.889  0.093
C 1.896 1.114 -0.970  0.575
F 2.258 0.103 -1.763  -0.255
F 2.944 1.969 -0.871  -0.210
F 1.711 0.621 0.236  -0.157
C -0.789 0.104 -2.545  -0.163
C -1.453 -1.200 -2.163  -0.707
H -2.388 -1.404 -2.678  0.499
H -0.725 -1.964 -2.444  -0.009
H -1.530 -1.371 -1.089  -0.051
H 0.071 -0.119 -3.176  0.419
H -1.538 0.769 -2.986  0.159
H 0.737 2.086 -2.589  0.507
C -3.374 1.997 0.122  0.737
O -2.571 2.970 0.272  -0.720
N -4.486 2.031 -0.603  -0.271
N -3.032 0.779 0.524  0.457
H -4.758 2.852 -1.113  0.195
H -4.940 1.155 -0.807  0.134
H -2.147 0.599 0.967  -0.358
H -3.683 0.018 0.334  0.098
C 4.654 5.925 -1.228  0.630
O 4.219 7.069 -1.288  -0.625
N 5.932 5.501 -1.014  -0.357
N 3.919 4.845 -1.639  -0.232
H 6.676 6.082 -0.663  0.210
H 6.152 4.526 -1.062  0.175
H 4.151 3.969 -1.211  0.156
H 3.154 4.928 -2.281  0.112
C -1.936 4.924 -2.950  0.695
O -1.713 4.770 -1.735  -0.586
N -3.182 4.723 -3.424  -0.331
N -1.106 5.306 -3.935  -0.347
H -3.249 4.961 -4.396  0.171
H -3.913 4.286 -2.899  0.142
H -0.114 5.377 -3.769  0.196
H -1.372 5.566 -4.868  0.202
C 3.928 4.047 2.339  -1.452
C 4.083 2.726 3.101  0.847
C 3.398 2.787 4.441  -1.497
O 3.437 1.653 2.405  -0.350
H 4.313 4.018 1.321  0.331
H 4.296 4.921 2.876  0.450
H 2.853 4.253 2.280  0.212
H 5.136 2.527 3.309  0.185
H 3.567 2.009 5.185  0.390
H 2.348 3.089 4.448  0.285
H 3.859 3.607 5.010  0.450
H 3.091 1.967 1.568  0.062
C 1.397 -0.334 3.808  -1.297
C 0.268 -0.819 2.880  1.634
C -0.028 -2.327 3.019  -1.397
O -0.868 -0.043 3.242  -0.614
H 2.412 -0.428 3.427  0.302
H 1.285 -1.008 4.661  0.381
H 1.229 0.675 4.177  0.347
H 0.458 -0.633 1.818  -0.615
H 0.980 -2.709 3.213  0.546
H -0.459 -2.690 2.089  0.013
H -0.503 -2.718 3.918  0.408
H -0.778 0.815 2.821  0.291
C 3.642 -4.064 -4.460  -1.264
C 3.358 -3.360 -3.097  0.254
C 1.872 -3.187 -2.679  -0.985
O 3.886 -4.287 -2.139  -0.561
H 3.602 -3.361 -5.298  0.336
H 2.831 -4.771 -4.633  0.312
H 4.638 -4.493 -4.515  0.341
H 3.978 -2.473 -2.943  0.352
H 1.349 -4.090 -3.000  0.410
H 1.450 -2.407 -3.320  0.227
H 1.728 -3.016 -1.616  0.255
H 4.812 -4.080 -1.996  0.323
C -4.167 -1.167 2.670  -1.388
C -4.700 -2.151 1.652  1.205
C -6.197 -2.285 2.084  -1.417
O -4.642 -1.537 0.340  -0.659
H -4.142 -1.527 3.697  0.479
H -4.657 -0.196 2.611  0.317
H -3.100 -0.989 2.492  0.051
H -4.103 -3.061 1.661  -0.025
H -6.873 -2.570 1.272  0.387
H -6.654 -1.342 2.381  0.344
H -6.247 -3.060 2.847  0.403
H -4.736 -2.279 -0.269  0.291
C -2.018 -5.677 1.567  -1.630
C -2.235 -5.282 0.110  0.537
C -1.006 -4.730 -0.575  -0.755
O -2.353 -6.580 -0.545  -0.579
H -1.092 -6.254 1.646  0.633
H -2.857 -6.261 1.938  0.388
H -1.725 -4.826 2.189  0.205
H -3.156 -4.730 -0.082  0.143
H -1.171 -4.656 -1.647  0.410
H -0.137 -5.260 -0.186  0.314
H -0.737 -3.719 -0.232  0.003
H -2.021 -7.186 0.122  0.368

Values from the calculation:
LUMO level (alpha / beta): -8.5 / -10.4 eV
multiplicity: 6
Kohn-Sham gap (alpha / beta): 4.72 / 2.86 eV
total charge: +2
expectation value of S²: 8.77
HOMO energy (alpha / beta): -13.2147 / -13.2146 eV

=====

No. 8
Formula: C3H4O3
Source: the OMol25 dataset
Level of theory: ωB97M-V with the def2-TZVPD basis set

Last column: Mulliken charge in e.
Geometry (Å):
O 2.039 -1.114 -0.426  -0.545
C 0.977 -0.594 -0.245  0.520
C 0.681 0.829 0.187  -0.099
O -0.722 0.942 0.148  -0.357
C -1.265 -0.345 -0.024  -0.101
O -0.213 -1.221 -0.395  -0.318
H 1.137 1.539 -0.510  0.224
H 1.088 1.003 1.192  0.223
H -2.006 -0.321 -0.829  0.205
H -1.716 -0.718 0.904  0.248

Values from the calculation:
ΔE to the lowest compared entry with this formula, charge and spin: 19.7 kcal/mol
LUMO level: 0.8 eV
multiplicity: 1
Kohn-Sham gap: 11.45 eV
HOMO energy: -10.6888 eV
structure (SMILES): O=C1COCO1

=====

> Look up the multiplicity of the third one.

1

=====

> Which formula does entry 6 have?

C14H18N2O7

=====

> What is the formula in the second record?

C21H28GaN2P2